(1)
Here is a structure of composition C40H39NO10P4RbS from the Open Molecules 2025 dataset. Energies are from the ωB97M-V functional and the def2-TZVPD basis.

The geometry in XYZ format:
```
96
Properties=species:S:1:pos:R:3
Rb 0.451 0.437 2.019
O -0.602 1.695 0.165
S -1.337 2.497 -0.832
C -0.577 2.111 -2.443
C -1.125 2.754 -3.546
C -0.649 2.499 -4.818
C 0.386 1.591 -4.979
C 0.946 0.973 -3.874
C 0.497 1.224 -2.572
P 1.350 0.517 -1.072
C 2.601 -0.564 -1.888
C 2.131 -1.735 -2.493
C 3.005 -2.681 -2.999
C 4.377 -2.487 -2.883
C 4.856 -1.352 -2.248
C 3.976 -0.398 -1.750
C 2.399 2.012 -0.758
C 2.950 2.776 -1.790
C 3.772 3.855 -1.510
C 4.057 4.191 -0.194
C 3.518 3.441 0.837
C 2.696 2.357 0.557
C -2.889 1.663 -1.276
C -3.873 2.533 -1.740
C -5.064 2.036 -2.233
C -5.268 0.661 -2.244
C -4.301 -0.186 -1.733
C -3.087 0.288 -1.224
P -1.860 -0.873 -0.353
C -3.204 -1.563 0.704
C -3.926 -2.728 0.470
C -4.894 -3.148 1.374
C -5.153 -2.409 2.518
C -4.443 -1.242 2.757
C -3.477 -0.826 1.855
C -1.690 -2.051 -1.760
C -1.676 -1.556 -3.069
C -1.375 -2.376 -4.146
C -1.079 -3.715 -3.943
C -1.076 -4.221 -2.650
C -1.370 -3.399 -1.571
H -1.942 3.450 -3.406
H -1.079 3.008 -5.671
H 0.772 1.376 -5.968
H 1.767 0.288 -4.022
H 1.060 -1.900 -2.562
H 2.618 -3.576 -3.470
H 5.067 -3.221 -3.280
H 5.924 -1.211 -2.135
H 4.366 0.477 -1.246
H 2.743 2.526 -2.822
H 4.194 4.433 -2.324
H 4.695 5.039 0.024
H 3.730 3.698 1.867
H 2.286 1.784 1.372
H -3.698 3.603 -1.703
H -5.828 2.713 -2.592
H -6.195 0.256 -2.630
H -4.484 -1.253 -1.719
H -3.735 -3.325 -0.413
H -5.445 -4.062 1.184
H -5.902 -2.749 3.223
H -4.627 -0.659 3.651
H -2.917 0.084 2.051
H -1.891 -0.510 -3.252
H -1.364 -1.961 -5.147
H -0.849 -4.358 -4.784
H -0.830 -5.263 -2.482
H -1.327 -3.788 -0.564
C 2.455 2.832 5.141
C 1.353 1.798 5.393
O 1.038 1.698 6.784
P 1.993 0.169 4.874
O 0.982 -0.974 5.285
O 3.197 -0.069 5.920
O 2.476 0.074 3.483
P -0.168 2.355 4.474
O -1.138 1.034 4.533
O -0.779 3.380 5.358
O 0.212 2.633 3.057
H 3.274 2.696 5.848
H 2.041 3.835 5.253
H 2.830 2.715 4.124
H 0.232 2.230 6.899
H 0.465 -1.332 4.500
H 2.870 0.095 6.821
H -0.864 0.370 3.889
N 2.050 -2.325 0.732
C 1.507 -2.757 2.019
C 0.060 -2.258 2.094
O -0.587 -2.400 1.041
O -0.373 -1.743 3.158
H 1.345 -2.518 0.028
H 2.884 -2.844 0.488
H 2.097 -2.344 2.835
H 1.466 -3.851 2.124
```

Values from the calculation:
Gap between HOMO and LUMO, eV: 7.523
Charge: -1
LUMO energy, Eh: 0.07601


(2)
Here is a structure of composition C40H40BaN6PS2SbSe4 from the Open Molecules 2025 dataset. Energies are from the ωB97M-V functional and the def2-TZVPD basis.

The geometry in XYZ format:
```
95
Properties=species:S:1:pos:R:3
Ba 0.772 -0.886 0.148
C 3.215 -0.434 -2.919
C 3.474 0.591 -1.809
C 4.211 -0.043 -0.619
N 3.396 -1.147 -0.137
C 3.961 -2.178 0.426
C 5.312 -2.192 0.907
C 6.163 -3.243 1.183
C 6.008 -4.612 0.987
C 4.825 -5.220 0.579
C 3.550 -4.709 0.441
C 3.049 -3.377 0.627
N 1.800 -3.092 0.838
C 0.840 -4.161 1.100
C -0.522 -3.568 1.539
C -1.496 -3.361 0.355
N -0.849 -2.581 -0.698
C -1.379 -2.506 -1.888
C -2.691 -2.997 -2.181
C -3.300 -3.328 -3.374
C -2.797 -3.344 -4.671
C -1.557 -2.831 -5.032
C -0.627 -2.112 -4.305
C -0.575 -1.729 -2.923
N 0.194 -0.785 -2.450
C 0.741 0.205 -3.376
C 2.147 -0.048 -3.942
H 2.917 -1.375 -2.451
H 4.156 -0.637 -3.442
H 2.515 0.996 -1.459
H 4.047 1.441 -2.194
H 4.389 0.704 0.167
H 5.200 -0.395 -0.946
H 5.716 -1.205 1.100
H 7.133 -2.937 1.569
H 6.867 -5.248 1.163
H 4.896 -6.288 0.386
H 2.788 -5.428 0.165
H 1.236 -4.833 1.872
H 0.678 -4.772 0.201
H -0.349 -2.610 2.057
H -0.994 -4.220 2.275
H -2.405 -2.861 0.717
H -1.810 -4.338 -0.035
H -3.310 -3.115 -1.301
H -4.326 -3.672 -3.266
H -3.417 -3.766 -5.453
H -1.286 -2.967 -6.077
H 0.227 -1.774 -4.878
H 0.767 1.156 -2.829
H 0.054 0.364 -4.215
H 2.444 0.865 -4.473
H 2.102 -0.840 -4.695
S -3.955 1.997 -1.842
P -3.403 2.023 0.054
S -1.845 0.953 0.684
C -4.856 1.669 1.118
C -4.837 0.684 2.096
C -5.968 0.445 2.877
C -7.120 1.193 2.688
C -7.143 2.185 1.710
C -6.021 2.416 0.929
C -2.997 3.750 0.564
C -2.526 3.995 1.858
C -2.175 5.278 2.252
C -2.283 6.338 1.354
C -2.748 6.102 0.069
C -3.107 4.812 -0.324
H -3.926 0.116 2.244
H -5.939 -0.326 3.639
H -7.997 1.011 3.300
H -8.039 2.773 1.553
H -6.042 3.172 0.153
H -2.407 3.165 2.545
H -1.802 5.449 3.255
H -2.000 7.340 1.658
H -2.829 6.922 -0.637
H -3.464 4.606 -1.326
N 2.682 7.319 0.513
C 2.389 6.208 0.527
C 2.025 4.794 0.533
C 1.038 4.326 -0.321
C 0.737 2.976 -0.284
N 1.356 2.109 0.527
C 2.297 2.579 1.349
C 2.665 3.916 1.391
H 0.504 4.992 -0.985
H -0.062 2.569 -0.896
H 2.756 1.865 2.024
H 3.421 4.257 2.085
Se 0.690 0.857 7.194
Sb 1.147 -0.817 5.548
Se -1.037 -1.783 4.884
Se 2.249 -2.449 7.046
Se 2.476 -0.344 3.633
```

Values from the calculation:
Gap between HOMO and LUMO (alpha / beta), eV: 4.330 / 4.535
Charge: -2
LUMO energy (alpha / beta), Eh: 0.06761 / 0.07510


(3)
Here is a structure of composition C40H40Br3Ge2N3O2V from the Open Molecules 2025 dataset. Energies are from the ωB97M-V functional and the def2-TZVPD basis.

The geometry in XYZ format:
```
91
Properties=species:S:1:pos:R:3
V -0.048 -0.359 1.111
C -3.080 0.877 1.841
C -3.162 -0.434 1.125
C -4.396 -1.029 0.862
C -4.448 -2.248 0.225
C -3.257 -2.881 -0.123
C -2.069 -2.255 0.171
N -2.026 -1.034 0.765
C -0.750 -2.901 -0.066
C -0.554 -4.175 -0.569
C 0.738 -4.684 -0.597
C 1.806 -3.932 -0.134
C 1.558 -2.647 0.321
N 0.307 -2.169 0.319
C 2.572 -1.676 0.794
C 3.887 -2.016 1.010
C 4.765 -1.011 1.406
C 4.300 0.280 1.524
C 2.954 0.563 1.290
C 2.444 1.966 1.371
N 2.104 -0.418 0.968
H -3.219 0.724 2.914
H -2.124 1.381 1.698
H -3.866 1.549 1.499
H -5.300 -0.517 1.164
H -5.398 -2.716 0.007
H -3.269 -3.846 -0.606
H -1.384 -4.772 -0.916
H 0.910 -5.682 -0.977
H 2.808 -4.334 -0.143
H 4.229 -3.032 0.882
H 5.804 -1.239 1.602
H 4.966 1.088 1.796
H 2.285 2.261 2.409
H 3.171 2.647 0.927
H 1.490 2.081 0.854
Br -0.465 4.028 3.245
C -1.019 4.889 1.630
Br -1.213 3.637 0.156
H -0.264 5.606 1.338
H -1.984 5.353 1.785
C -1.541 3.238 -3.458
Ge 0.202 2.448 -3.214
C 1.529 3.641 -2.447
C 0.778 1.480 -4.784
Ge 0.195 0.259 -1.458
C 1.840 -0.490 -2.195
C 1.936 -1.738 -2.813
C 3.156 -2.215 -3.277
C 4.304 -1.450 -3.131
C 4.233 -0.211 -2.505
C 3.013 0.256 -2.038
C -1.340 -0.342 -2.517
C -1.330 -1.225 -3.604
C -2.507 -1.579 -4.246
C -3.721 -1.044 -3.829
C -3.754 -0.146 -2.769
C -2.575 0.194 -2.125
H -1.463 3.795 -4.397
H -1.802 3.934 -2.666
H -2.323 2.492 -3.576
H 1.249 4.661 -2.719
H 2.514 3.419 -2.855
H 1.559 3.582 -1.361
H 0.995 2.242 -5.538
H -0.018 0.839 -5.156
H 1.678 0.895 -4.608
H 1.056 -2.360 -2.931
H 3.208 -3.182 -3.762
H 5.251 -1.816 -3.505
H 5.127 0.386 -2.383
H 2.984 1.221 -1.540
H -0.396 -1.630 -3.974
H -2.478 -2.263 -5.084
H -4.636 -1.314 -4.341
H -4.693 0.293 -2.457
H -2.616 0.909 -1.306
Br 1.873 1.932 5.028
C 0.276 1.137 5.660
C -0.125 1.461 6.945
C -1.247 0.857 7.493
C -1.959 -0.092 6.774
C -1.549 -0.422 5.495
C -0.445 0.206 4.915
C -0.147 -0.160 3.523
O -0.331 -1.305 3.051
O 0.244 0.738 2.665
H 0.449 2.174 7.520
H -1.553 1.122 8.496
H -2.822 -0.578 7.209
H -2.076 -1.175 4.923
```

Values from the calculation:
Gap between HOMO and LUMO (alpha / beta), eV: 6.630 / 6.052
Charge: +2
Spin multiplicity: 4
LUMO energy (alpha / beta), Eh: -0.22401 / -0.27297


(4)
Here is a structure of composition C40H40F12IrN4O3SSi from the Open Molecules 2025 dataset. Energies are from the ωB97M-V functional and the def2-TZVPD basis.

The geometry in XYZ format:
```
102
Properties=species:S:1:pos:R:3
Ir -1.392 0.642 -0.303
C 2.782 1.123 5.425
C 2.150 1.091 4.052
C 2.913 0.907 2.904
C 2.325 0.922 1.662
C 0.948 1.121 1.475
N 0.456 1.193 0.141
C 1.257 1.735 -0.899
C 2.123 2.803 -0.614
C 2.888 3.408 -1.587
C 2.819 2.990 -2.912
C 3.624 3.676 -3.993
C 1.966 1.950 -3.210
C 1.185 1.310 -2.238
C 0.282 0.140 -2.608
O -1.024 0.286 -2.162
C 0.134 -0.063 -4.153
F -0.233 1.063 -4.778
F 1.276 -0.491 -4.722
F -0.811 -0.973 -4.413
C 0.918 -1.161 -2.077
F 1.573 -1.422 0.483
F 0.404 -2.266 -2.513
F 2.189 -1.251 -2.189
C 0.163 1.196 2.635
C 0.790 1.200 3.889
C -1.362 1.321 2.624
O -2.043 0.987 1.473
C -1.743 2.803 2.926
F -1.194 3.296 4.042
F -3.077 2.958 3.029
F -1.321 3.579 1.904
C -2.006 0.414 3.746
F -1.361 -0.767 3.844
F -3.285 0.138 3.456
F -1.999 0.971 4.972
H 3.869 1.153 5.347
H 2.502 0.232 5.996
H 2.454 1.995 5.994
H 3.982 0.733 2.986
H 2.929 0.721 0.787
H 2.164 3.178 0.399
H 3.553 4.222 -1.314
H 4.477 4.201 -3.561
H 3.006 4.413 -4.514
H 3.986 2.964 -4.737
H 1.925 1.627 -4.239
H 0.190 1.302 4.784
C -1.080 -4.853 3.193
C 0.346 -5.114 2.707
C 1.246 -3.872 2.813
N 0.715 -2.650 2.200
C 0.663 -2.428 0.812
S -1.035 -1.848 0.358
N 0.985 -3.562 -0.030
C 2.259 -3.999 -0.313
O 3.237 -3.621 0.300
C 2.358 -5.045 -1.397
C 3.604 -5.641 -1.566
C 3.793 -6.632 -2.516
C 2.730 -7.037 -3.315
C 1.489 -6.433 -3.169
C 1.304 -5.439 -2.219
H -1.690 -5.756 3.113
H -1.558 -4.077 2.585
H -1.088 -4.518 4.236
H 0.315 -5.454 1.671
H 0.811 -5.907 3.302
H 2.216 -4.078 2.370
H 1.403 -3.635 3.867
H -0.050 -2.235 2.700
H 0.239 -3.844 -0.635
H 4.418 -5.311 -0.933
H 4.766 -7.092 -2.639
H 2.868 -7.820 -4.051
H 0.664 -6.734 -3.802
H 0.323 -4.980 -2.158
C -3.407 5.353 -1.678
Si -2.171 3.944 -1.739
C -1.866 3.607 -3.545
C -0.590 4.556 -0.955
N -2.618 2.420 -0.977
C -3.771 1.982 -0.440
C -4.765 2.807 0.151
C -5.841 2.237 0.794
C -5.989 0.844 0.849
C -5.051 0.015 0.239
C -3.963 0.569 -0.394
H -3.055 6.136 -2.357
H -3.487 5.795 -0.679
H -4.411 5.062 -2.007
H -1.506 4.525 -4.025
H -2.778 3.284 -4.060
H -1.108 2.832 -3.675
H 0.200 4.675 -1.703
H -0.235 3.858 -0.194
H -0.748 5.523 -0.464
H -4.619 3.880 0.156
H -6.575 2.873 1.274
H -6.831 0.410 1.373
H -5.175 -1.061 0.269
H -3.249 -0.077 -0.941
```

Values from the calculation:
Gap between HOMO and LUMO (alpha / beta), eV: 3.356 / 5.159
Charge: 0
Spin multiplicity: 2
LUMO energy (alpha / beta), Eh: -0.14337 / -0.07679


(5)
Here is a structure of composition C40H40F5N5O4P3SeW from the Open Molecules 2025 dataset. Energies are from the ωB97M-V functional and the def2-TZVPD basis.

The geometry in XYZ format:
```
99
Properties=species:S:1:pos:R:3
W -0.339 0.402 -0.286
N 2.159 0.632 1.692
P 0.483 0.613 2.082
C 0.378 2.183 3.024
C 1.507 2.678 3.674
C 1.433 3.865 4.385
C 0.232 4.556 4.476
C -0.901 4.052 3.859
C -0.830 2.871 3.133
C 0.130 -0.570 3.401
C 1.062 -1.109 4.277
C 0.621 -1.873 5.346
C -0.736 -2.083 5.548
C -1.668 -1.554 4.664
C -1.234 -0.806 3.583
P 2.218 0.414 -0.033
C 3.753 -0.528 -0.303
C 3.899 -1.445 -1.335
C 5.095 -2.130 -1.492
C 6.148 -1.895 -0.621
C 6.012 -0.962 0.397
C 4.819 -0.277 0.558
C 2.834 2.083 -0.519
C 3.325 3.007 0.398
C 3.778 4.247 -0.032
C 3.745 4.573 -1.380
C 3.269 3.652 -2.303
C 2.821 2.411 -1.876
H 2.682 -0.107 2.154
H 2.442 2.137 3.619
H 2.317 4.248 4.879
H 0.180 5.478 5.039
H -1.849 4.568 3.938
H -1.721 2.481 2.658
H 2.123 -0.937 4.134
H 1.338 -2.295 6.037
H -1.071 -2.661 6.399
H -2.726 -1.713 4.823
H -1.938 -0.379 2.875
H 3.088 -1.638 -2.019
H 5.202 -2.845 -2.296
H 7.078 -2.434 -0.739
H 6.842 -0.754 1.059
H 4.723 0.460 1.346
H 3.355 2.761 1.450
H 4.164 4.956 0.688
H 4.089 5.546 -1.706
H 3.247 3.902 -3.356
H 2.473 1.684 -2.602
N -0.088 2.758 -0.207
C -1.423 3.395 -0.288
C -2.473 2.499 0.380
O -3.545 2.927 0.718
O -2.081 1.257 0.528
H 0.345 3.039 0.671
H 0.509 3.135 -0.940
H -1.714 3.514 -1.332
H -1.443 4.374 0.189
C -4.243 -3.355 -0.888
N -4.559 -2.234 -0.011
C -5.478 -1.325 -0.694
N -4.964 -0.860 -1.978
C -4.657 -2.013 -2.814
N -3.712 -2.933 -2.182
C -2.391 -2.342 -2.065
P -2.413 -0.823 -0.972
C -3.369 -1.546 0.452
C -3.830 0.037 -1.826
H -5.157 -3.925 -1.064
H -3.512 -4.002 -0.398
H -5.668 -0.462 -0.053
H -6.415 -1.854 -0.874
H -4.245 -1.677 -3.767
H -5.584 -2.557 -3.002
H -2.054 -2.056 -3.063
H -1.692 -3.072 -1.654
H -3.660 -0.731 1.118
H -2.721 -2.238 0.994
H -3.503 0.381 -2.810
H -4.136 0.911 -1.245
C 0.195 -3.911 0.892
C 0.542 -2.476 0.624
O 1.637 -2.022 0.948
O -0.379 -1.764 0.051
H 0.294 -4.483 -0.033
H -0.836 -3.997 1.233
H 0.876 -4.321 1.632
F 0.121 -3.207 -6.811
C -0.037 -2.261 -5.900
C -0.921 -1.217 -6.124
F -1.637 -1.197 -7.239
C -1.054 -0.208 -5.186
F -1.922 0.776 -5.405
C -0.346 -0.224 -3.987
Se -0.521 1.203 -2.737
C 0.490 -1.317 -3.782
F 1.124 -1.439 -2.611
C 0.677 -2.315 -4.715
F 1.523 -3.311 -4.472
```

Values from the calculation:
Gap between HOMO and LUMO (alpha / beta), eV: 6.992 / 7.168
Charge: +1
Spin multiplicity: 3
LUMO energy (alpha / beta), Eh: -0.12544 / -0.12749


Values of largest force on an atom, in order: 1.93, 2.46, 0.65, 1.92, 2.04, all in eV/Å.